Entry from the Open Molecules 2025 dataset: a 8-piece molecular cluster, C50H39F5I2N2O17PS overall (ωB97M-V/def2-TZVPD).

The geometry in XYZ format:
```
117
Properties=species:S:1:pos:R:3:lowdin_charge:R:1
N -0.25950 2.68056 -1.47620 0.04
C -1.14415 2.70642 -2.64945 -0.26
C -1.99346 1.45873 -2.81318 -0.15
C -2.74323 1.07576 -1.55830 -0.30
C -3.56274 -0.19714 -1.57607 -0.43
P -2.66448 -1.77873 -1.96810 0.57
O -1.27219 -1.48694 -1.13782 -0.37
I -3.92180 -3.44919 -0.67269 0.56
N -4.31916 -0.09489 -0.29213 0.06
C -4.40509 1.11712 0.07210 -0.70
I -5.44231 1.59890 1.80819 1.14
C -3.69270 2.06896 -0.83536 -0.28
S -4.81885 3.07076 -1.82761 0.75
O -4.54728 2.99621 -3.21795 -0.22
O -6.15830 2.72533 -1.47356 -0.26
C -4.54378 4.77740 -1.15550 -0.46
F -4.77112 4.67852 0.16248 0.10
F -3.28034 5.14160 -1.32020 0.15
C -5.54700 5.82478 -1.74366 -0.59
F -4.90654 6.98149 -1.85781 0.20
F -6.56772 5.98389 -0.91984 0.20
F -5.99920 5.45361 -2.92761 0.19
H -0.73660 2.34669 -0.64426 0.03
H -0.02643 3.64225 -1.26107 0.08
H -0.50343 2.74386 -3.52968 0.08
H -1.77584 3.60013 -2.70789 0.10
H -2.62088 1.57796 -3.68995 0.12
H -1.31236 0.63491 -3.03112 0.11
H -1.97548 0.87265 -0.81091 0.11
H -4.35461 -0.14549 -2.33151 0.14
H -0.75732 -2.30395 -1.16222 0.05
H -4.70305 -0.89270 0.20445 0.07
H -3.09102 2.76929 -0.25489 0.13
C 0.88088 -0.35179 2.55933 0.05
C 0.14681 0.58431 1.96443 0.03
C -1.33020 0.51529 1.97154 -0.35
O -2.00286 1.37567 1.41979 0.03
C -1.96728 -0.62625 2.66177 0.02
C -1.23815 -1.56524 3.25665 0.05
C 0.24623 -1.50198 3.25178 -0.37
O 0.91029 -2.35385 3.79237 0.12
H 1.96313 -0.32191 2.57007 0.12
H 0.58902 1.43127 1.45400 0.12
H -3.05054 -0.65162 2.65870 0.10
H -1.68229 -2.40843 3.76969 0.13
C -6.65281 -7.73270 -2.85270 0.03
C -6.07130 -6.91292 -1.98205 0.01
C -6.77542 -6.46991 -0.75508 -0.39
O -6.24534 -5.71833 0.04090 0.00
C -8.15010 -6.97477 -0.53108 0.02
C -8.73426 -7.79479 -1.40037 0.03
C -8.03181 -8.23996 -2.63088 -0.38
O -8.55965 -8.98623 -3.42206 0.13
H -6.15744 -8.06835 -3.75478 0.13
H -5.06706 -6.53383 -2.12522 0.10
H -8.64381 -6.63928 0.37193 0.12
H -9.73755 -8.17438 -1.25613 0.13
C 2.40577 -2.37117 8.02049 0.04
C 1.57907 -1.90608 7.08605 0.03
C 0.61253 -0.82424 7.38172 -0.38
O -0.14436 -0.40094 6.52815 0.08
C 0.59656 -0.27195 8.75844 0.02
C 1.42037 -0.73302 9.69467 0.03
C 2.39001 -1.81813 9.39770 -0.36
O 3.14233 -2.23499 10.25239 0.10
H 3.11884 -3.16298 7.82698 0.09
H 1.57136 -2.29225 6.07522 0.10
H -0.11741 0.51861 8.95201 0.12
H 1.42571 -0.34514 10.70545 0.12
C 6.74062 -6.88393 9.89832 0.02
C 5.91579 -6.42080 8.96386 0.02
C 4.94832 -5.33737 9.26273 -0.36
O 4.19375 -4.91810 8.40661 0.08
C 4.93274 -4.78588 10.63923 0.03
C 5.75900 -5.25056 11.57380 0.03
C 6.72820 -6.33449 11.27858 -0.39
O 7.48159 -6.75702 12.12709 0.11
H 7.45398 -7.67440 9.70291 0.12
H 5.90922 -6.80705 7.95242 0.12
H 4.22013 -3.99503 10.83341 0.09
H 5.76540 -4.86399 12.58485 0.12
C 2.26145 3.25449 -5.26420 0.02
C 3.33104 3.63288 -5.95645 0.01
C 4.30769 2.63664 -6.46753 -0.38
O 5.28293 2.98306 -7.09716 0.12
C 4.04420 1.20606 -6.17677 0.02
C 2.97300 0.82942 -5.48513 0.00
C 2.00233 1.82362 -4.97801 -0.36
O 1.02395 1.47662 -4.34025 0.07
H 1.53992 3.96593 -4.88340 0.11
H 3.53732 4.67118 -6.17542 0.11
H 4.76926 0.49694 -6.55302 0.13
H 2.76311 -0.20629 -5.25984 0.12
C 4.11693 -0.06860 -1.49826 0.03
C 4.38380 0.07780 -0.20473 0.02
C 5.77859 0.21995 0.28379 -0.38
O 6.01749 0.35150 1.46325 0.11
C 6.86375 0.19497 -0.72942 0.03
C 6.59661 0.04907 -2.02493 0.03
C 5.20287 -0.09470 -2.50920 -0.37
O 4.94809 -0.22446 -3.68827 0.10
H 3.10632 -0.17158 -1.87543 0.12
H 3.60690 0.10100 0.54866 0.10
H 7.87313 0.30147 -0.35357 0.13
H 7.37276 0.02830 -2.77921 0.13
C 1.33766 6.16047 -9.78809 0.03
C 1.64332 5.74908 -8.56093 0.02
C 1.33228 6.57959 -7.37194 -0.37
O 1.61205 6.20638 -6.24920 0.08
C 0.66737 7.88451 -7.60104 0.02
C 0.36096 8.29755 -8.82759 0.03
C 0.67095 7.46753 -10.01946 -0.38
O 0.39058 7.84043 -11.13535 0.12
H 1.55639 5.57086 -10.66916 0.13
H 2.12842 4.79971 -8.37331 0.11
H 0.45012 8.47387 -6.71936 0.12
H -0.12355 9.24688 -9.01637 0.12
```

E_LUMO = -4.27 eV
net charge = +1
HOMO energy = -11.18 eV

---

Entry from the Open Molecules 2025 dataset: a 8-piece molecular cluster, C50H39N2O30 overall (ωB97M-V/def2-TZVPD).

The geometry in XYZ format:
```
121
Properties=species:S:1:pos:R:3:lowdin_charge:R:1
C -0.93361 1.20285 -3.36527 -0.12
N -1.20519 -0.23391 -3.04133 -0.12
C -0.52511 -0.68758 -1.79860 -0.18
N -0.74519 0.27962 -0.66859 -0.07
C -2.10539 0.66805 -0.31633 0.07
C -2.39869 1.68831 0.80403 0.09
C -1.14707 2.28304 1.54690 0.00
C -1.41612 3.37741 2.68866 -0.37
O -1.81680 2.96860 3.80439 0.10
O -1.22637 4.73566 2.36194 0.08
C 0.30114 1.81687 1.17080 0.08
C 0.42075 0.79028 0.02753 0.05
H -0.74870 1.35939 -4.48621 0.10
H -1.87940 1.79229 -3.04885 0.09
H -0.05789 1.66910 -2.79729 0.08
H -0.78507 -0.78608 -3.81127 0.09
H 0.59275 -0.86446 -2.02763 0.13
H -0.92845 -1.70341 -1.41523 0.16
H -2.94573 0.18807 -0.94452 0.15
H -3.47432 2.00949 1.04837 0.12
H -0.90197 4.82351 1.43371 0.12
H 1.17230 2.27635 1.73984 0.12
H 1.44824 0.40074 -0.30480 0.15
C -7.28797 1.49942 5.52277 0.09
C -6.54575 1.03710 4.51491 -0.22
C -5.42256 1.83591 3.94645 -0.30
O -4.75202 1.37168 3.03534 0.07
C -5.16965 3.16461 4.50924 0.08
C -5.91371 3.63047 5.51574 -0.20
C -7.02069 2.81903 6.10284 -0.28
O -7.67028 3.26442 7.03329 0.11
O -5.68912 4.86389 6.04394 0.12
O -6.78448 -0.18611 3.96472 0.10
H -8.10421 0.92866 5.94544 0.14
H -4.36314 3.74057 4.07604 0.12
H -6.35121 4.97025 6.75468 0.10
H -6.11645 -0.28879 3.25986 0.11
C -3.69418 -2.45747 -3.35280 0.06
C -4.04846 -3.00158 -4.51939 -0.21
C -5.04697 -4.10711 -4.58913 -0.31
O -5.36062 -4.56711 -5.67180 0.13
C -5.61269 -4.60261 -3.32928 0.09
C -5.25488 -4.05983 -2.16334 -0.22
C -4.27734 -2.93655 -2.09786 -0.31
O -3.98519 -2.44962 -1.01401 0.07
O -5.77014 -4.51157 -0.98582 0.10
O -3.51280 -2.56803 -5.69247 0.10
H -2.97313 -1.65354 -3.28564 0.09
H -6.32251 -5.41655 -3.39143 0.14
H -5.35845 -3.96004 -0.29277 0.11
H -3.92970 -3.11616 -6.38702 0.12
C 2.84819 -2.52577 -3.98616 0.07
C 4.08258 -3.03156 -4.05831 -0.20
C 5.02768 -2.62116 -5.13738 -0.28
O 6.15166 -3.08781 -5.16257 0.13
C 4.55244 -1.66198 -6.13932 0.10
C 3.31765 -1.16000 -6.06801 -0.21
C 2.38287 -1.54931 -4.97409 -0.30
O 1.26490 -1.05489 -4.92981 0.07
O 2.86269 -0.27042 -6.99351 0.10
O 4.52623 -3.93949 -3.15038 0.10
H 2.15353 -2.81319 -3.20786 0.13
H 5.24129 -1.38619 -6.92662 0.15
H 1.94841 -0.05820 -6.72358 0.11
H 5.44574 -4.14893 -3.41624 0.10
C 6.48652 -7.36996 -0.53375 0.08
C 6.15440 -8.53451 0.02849 -0.22
C 5.54808 -9.63801 -0.77039 -0.31
O 5.27479 -10.69391 -0.22830 0.12
C 5.29894 -9.39807 -2.19594 0.08
C 5.62804 -8.23262 -2.75656 -0.22
C 6.25922 -7.13976 -1.96322 -0.30
O 6.56364 -6.09330 -2.51317 0.10
O 5.40028 -7.99505 -4.07871 0.10
O 6.35705 -8.76177 1.35460 0.10
H 6.92900 -6.56223 0.03395 0.14
H 4.84253 -10.19990 -2.76071 0.14
H 5.72571 -7.08809 -4.23927 0.11
H 6.03771 -9.67195 1.51414 0.12
C -9.31392 7.54658 9.27115 0.08
C -9.11593 6.28496 8.88344 -0.21
C -10.00526 5.18114 9.34814 -0.31
O -9.80755 4.04381 8.95989 0.12
C -11.09429 5.51819 10.27135 0.08
C -11.28953 6.77965 10.66136 -0.22
C -10.41786 7.88625 10.17539 -0.31
O -10.63663 9.02910 10.53800 0.11
O -12.29474 7.10634 11.51979 0.10
O -8.09073 5.95646 8.04447 0.07
H -8.67799 8.35683 8.94002 0.14
H -11.72105 4.70624 10.61486 0.14
H -12.22627 8.07346 11.64405 0.12
H -8.15584 4.98769 7.90939 0.07
C 1.34538 6.89939 3.02642 0.08
C 2.08007 6.42635 2.01980 -0.22
C 3.20604 7.21290 1.44269 -0.31
O 3.86753 6.73843 0.53440 0.11
C 3.47001 8.54428 1.99779 0.08
C 2.73227 9.02050 3.00483 -0.22
C 1.62340 8.22153 3.59983 -0.30
O 0.98217 8.67739 4.52861 0.13
O 2.96446 10.25454 3.52778 0.11
O 1.83031 5.19450 1.47512 0.05
H 0.52715 6.33533 3.45482 0.13
H 4.27886 9.11231 1.55827 0.14
H 2.30352 10.36435 4.23969 0.12
H 2.49706 5.08389 0.76808 0.11
C 10.41618 -4.57800 -8.14169 0.08
C 11.64926 -4.81950 -7.69066 -0.22
C 11.92276 -5.00281 -6.23635 -0.31
O 13.05796 -5.24063 -5.86215 0.11
C 10.79666 -4.88235 -5.30448 0.08
C 9.56415 -4.63739 -5.75521 -0.22
C 9.28657 -4.48144 -7.21183 -0.31
O 8.14492 -4.27656 -7.58951 0.11
O 8.50977 -4.52038 -4.90162 0.07
O 12.70794 -4.90934 -8.54160 0.10
H 10.20412 -4.44535 -9.19428 0.14
H 11.01127 -4.99981 -4.25077 0.14
H 7.73227 -4.34542 -5.47027 0.07
H 13.48301 -5.08970 -7.97392 0.12
```

E_LUMO = -4.81 eV
net charge = +1
HOMO energy = -10.76 eV

---

Entry from the Open Molecules 2025 dataset: C50H39O6OsP2S3Se as an isolated structure (ωB97M-V/def2-TZVPD).

The geometry in XYZ format:
```
102
Properties=species:S:1:pos:R:3:lowdin_charge:R:1
Os 0.63223 -0.15814 -0.12859 0.91
O -0.33515 2.36740 1.50374 -0.43
S -1.08627 1.24937 0.88499 0.89
C -2.40611 2.04516 0.02285 -0.27
C -3.28169 2.70608 0.86364 -0.05
C -4.40636 3.40628 0.39993 0.02
C -4.60394 3.46760 -0.94900 -0.13
C -5.70382 4.09907 -1.76221 -0.09
C -5.16733 4.08656 -3.21580 -0.09
C -3.91278 3.25252 -3.14887 -0.14
C -3.03351 2.87108 -4.11649 0.02
C -1.91094 2.11838 -3.72498 -0.04
C -1.63917 1.74288 -2.42433 -0.25
P -0.09025 0.81467 -2.26039 1.01
C 0.04964 -0.31873 -3.69330 -0.31
C 0.38904 0.21673 -4.94086 -0.11
C 0.40801 -0.58105 -6.07440 -0.06
C 0.11605 -1.93330 -5.97927 -0.07
C -0.16402 -2.48359 -4.73877 -0.06
C -0.19388 -1.68625 -3.60387 -0.08
C 1.12990 2.14324 -2.60308 -0.37
C 2.34002 1.90959 -3.25396 -0.13
C 3.27669 2.92309 -3.37185 -0.06
C 3.02913 4.17313 -2.81867 -0.07
C 1.84338 4.40286 -2.13943 -0.06
C 0.89925 3.39158 -2.03107 -0.08
C -2.52385 2.15963 -1.39068 -0.12
C -3.64319 2.90388 -1.81138 -0.07
C -1.90941 0.41453 2.21572 -0.31
C -3.24593 0.09865 2.20417 -0.05
C -3.92968 -0.29366 3.37743 0.02
C -3.23751 -0.29682 4.55625 -0.12
C -3.66057 -0.58604 5.97710 -0.08
C -2.39304 -0.31084 6.83561 -0.08
C -1.29847 -0.03526 5.83242 -0.13
C 0.03676 0.21932 5.97352 0.02
C 0.81976 0.34614 4.80277 -0.04
C 0.29386 0.28120 3.52794 -0.25
P 1.46456 -0.06817 2.18991 1.00
C 2.21771 -1.69988 2.56331 -0.32
C 2.08611 -2.81912 1.74448 -0.12
C 2.65792 -4.03068 2.10801 -0.07
C 3.37689 -4.14219 3.28442 -0.06
C 3.55032 -3.02488 4.08992 -0.06
C 2.98326 -1.81602 3.72860 -0.10
C 2.82265 1.11126 2.42926 -0.37
C 2.52110 2.45600 2.65634 -0.08
C 3.54018 3.39080 2.72386 -0.06
C 4.86285 2.99639 2.56804 -0.07
C 5.16697 1.66304 2.34286 -0.06
C 4.15110 0.72109 2.26316 -0.12
C -1.11988 0.22073 3.38255 -0.13
C -1.85481 -0.02521 4.54034 -0.08
H -3.09443 2.69116 1.92791 0.13
H -5.07647 3.87620 1.10702 0.13
H -5.95828 5.09827 -1.41154 0.12
H -6.60678 3.49139 -1.67477 0.13
H -4.92357 5.09583 -3.55210 0.13
H -5.88694 3.68034 -3.92569 0.12
H -3.16206 3.13804 -5.15676 0.13
H -1.23185 1.82628 -4.50944 0.09
H 0.66068 1.25814 -5.04041 0.10
H 0.64518 -0.13793 -7.03259 0.11
H 0.12487 -2.55496 -6.86506 0.11
H -0.37200 -3.54106 -4.64116 0.12
H -0.41150 -2.15959 -2.66331 0.06
H 2.56251 0.93127 -3.66041 0.09
H 4.20732 2.73436 -3.89054 0.11
H 3.76511 4.96100 -2.90840 0.11
H 1.64852 5.36809 -1.69153 0.11
H -0.01720 3.58508 -1.48528 0.11
H -3.80463 0.16844 1.28160 0.12
H -4.98233 -0.53483 3.32224 0.13
H -3.97725 -1.62655 6.06315 0.13
H -4.50694 0.02996 6.27963 0.12
H -2.14119 -1.15441 7.47793 0.12
H -2.53525 0.55266 7.48708 0.13
H 0.51423 0.27503 6.94263 0.12
H 1.88517 0.48348 4.92488 0.10
H 1.52863 -2.78232 0.82272 0.06
H 2.53303 -4.88650 1.45800 0.12
H 3.80872 -5.09151 3.57250 0.11
H 4.12898 -3.09200 5.00154 0.11
H 3.16077 -0.95796 4.35994 0.10
H 1.49209 2.76713 2.77068 0.09
H 3.29951 4.43205 2.89294 0.11
H 5.65583 3.73137 2.61438 0.11
H 6.19584 1.35066 2.22385 0.11
H 4.39851 -0.31334 2.06831 0.10
C 3.03919 -2.55103 -3.82511 -0.05
O 2.67345 -1.50751 -2.89556 -0.23
C 3.21353 -1.54056 -1.69984 -1.23
S 4.19529 -2.63421 -1.04353 0.78
S 2.84404 -0.10265 -0.67954 0.61
H 2.68478 -2.20386 -4.78962 0.09
H 2.54537 -3.47839 -3.53929 0.10
H 4.11815 -2.68667 -3.81766 0.08
O -0.34538 -1.49970 1.04833 -0.65
Se -1.39938 -2.22865 -0.10655 0.91
O -2.90451 -2.42027 0.39289 -0.36
O -1.28464 -0.81469 -1.07109 -0.64
O -0.62349 -3.44557 -0.82009 -0.40
```

energy above the lowest of the compared OMol25 structures with the same formula, charge and spin = 65.5 kcal per mole
E_LUMO (alpha / beta) = -4.37 / -4.37 eV
net charge = +1
HOMO energy (alpha / beta) = -10.44 / -10.44 eV

---

- What is the net charge in the second record?
  +1